1.
Formula: CHN3O2
Source: the Open Molecules 2025 dataset
Level of theory: wB97M-V/def2-TZVPD

```
! RIJCOSX wB97M-V def2-TZVPD def2/J DEFGRID3
* xyz 0 1
O 1.92326 -0.23164 -0.05449
C 0.78051 -0.28683 0.04295
N -0.15037 -1.30416 -0.00707
N -1.34945 -0.94917 0.03805
O -1.32625 0.49177 -0.09778
N -0.04905 0.69531 0.12370
H 0.17135 1.58472 -0.04536
*
```

## Properties
HOMO-LUMO gap, eV: 10.02
Energy relative to the best compared isomer or geometry (same formula, charge and spin), eV: 3.344
LUMO level, eV: -0.522
Highest occupied orbital energy, eV: -10.547
Structure (SMILES): O=c1nno[nH]1

2.
Formula: CHN3O3
Source: the Open Molecules 2025 dataset
Level of theory: wB97M-V/def2-TZVPD

```
! RIJCOSX wB97M-V def2-TZVPD def2/J DEFGRID3
* xyz 0 1
C 1.75890 -0.88555 -0.15807
N 2.77536 -1.23916 -0.46854
N -0.64100 -0.02776 1.07461
N -0.30335 0.96040 0.00193
O 0.56308 1.76222 0.24643
O -0.94811 0.64043 -1.02626
O -1.58466 -0.75079 0.68477
H -1.62022 -0.45979 -0.35488
*
```

## Properties
HOMO-LUMO gap (spin up / spin down), eV: 9.80 / 6.38
Energy relative to the best compared isomer or geometry (same formula, charge and spin), eV: 6.109
LUMO level (spin up / spin down), eV: -2.692 / -4.282
Highest occupied orbital energy (spin up / spin down), eV: -12.488 / -10.666

3.
Formula: CHN3O3S
Source: the Open Molecules 2025 dataset
Level of theory: wB97M-V/def2-TZVPD

```
! RIJCOSX wB97M-V def2-TZVPD def2/J DEFGRID3
* xyz 0 1
C 0.57054 -1.77100 0.00132
N -0.05318 -2.72826 0.05772
N 1.08477 0.53258 -0.17578
N -1.55178 0.91340 0.15331
O -0.91721 0.63021 1.10936
O -2.70525 1.07524 -0.17250
O 1.43774 -0.86954 0.11758
S 0.39047 1.12447 -1.47616
H 1.74390 1.09289 0.38514
*
```

## Properties
HOMO-LUMO gap (spin up / spin down), eV: 8.36 / 7.85
Energy relative to the best compared isomer or geometry (same formula, charge and spin), eV: 8.168
LUMO level (spin up / spin down), eV: -1.699 / -1.590
Highest occupied orbital energy (spin up / spin down), eV: -10.061 / -9.443

4.
Formula: CHN4
Source: the Open Molecules 2025 dataset
Level of theory: wB97M-V/def2-TZVPD

```
! RIJCOSX wB97M-V def2-TZVPD def2/J DEFGRID3
* xyz -1 1
C 0.56678 -0.12487 -0.52314
N -0.31041 0.09266 1.67626
N -0.59348 -0.63675 -0.84546
N 0.05155 0.71781 0.51929
N -1.24804 0.10402 0.17321
H 1.53360 -0.15288 -1.00015
*
```

## Properties
HOMO-LUMO gap (spin up / spin down), eV: 6.92 / 6.92
Energy relative to the best compared isomer or geometry (same formula, charge and spin), eV: 7.272
LUMO level (spin up / spin down), eV: 4.875 / 4.875
Highest occupied orbital energy (spin up / spin down), eV: -2.043 / -2.044

5.
Formula: CHN4O3S2
Source: the Open Molecules 2025 dataset
Level of theory: wB97M-V/def2-TZVPD

```
! RIJCOSX wB97M-V def2-TZVPD def2/J DEFGRID3
* xyz -1 1
C 0.75773 -0.30855 -0.11426
N 2.63154 0.57988 -0.40136
N 1.98777 -0.52677 -0.62199
N 0.58135 0.97547 0.26090
N 1.83054 1.47158 0.06637
O -1.56135 -0.76797 0.93693
O -0.22080 -2.75318 0.43477
O -1.93725 0.52440 -1.16518
S -2.22199 0.61955 0.28144
S -0.54804 -1.49597 -0.22735
H -1.29950 1.68155 0.54974
*
```

## Properties
HOMO-LUMO gap, eV: 8.68
Energy relative to the best compared isomer or geometry (same formula, charge and spin), eV: 2.135
LUMO level, eV: 3.013
Highest occupied orbital energy, eV: -5.667

6.
Formula: CHN4OS
Source: the Open Molecules 2025 dataset
Level of theory: wB97M-V/def2-TZVPD

```
! RIJCOSX wB97M-V def2-TZVPD def2/J DEFGRID3
* xyz 1 1
H 0.16406 -1.04741 -0.00896
N -0.16022 -0.30969 0.63972
N -0.92451 0.41601 0.14313
N -1.62616 1.23537 -0.22849
S -3.13267 1.74687 -0.02998
C -3.79635 0.23033 -0.11197
N -4.54324 -0.69521 0.06349
O -5.02696 -1.74156 0.22983
*
```

## Properties
HOMO-LUMO gap, eV: 7.78
Energy relative to the best compared isomer or geometry (same formula, charge and spin), eV: 1.645
LUMO level, eV: -6.293
Highest occupied orbital energy, eV: -14.073
Structure (SMILES): [H]/N=N/[N+]#S#CN=O

7.
Formula: CHN4PS
Source: the Open Molecules 2025 dataset
Level of theory: wB97M-V/def2-TZVPD

```
! RIJCOSX wB97M-V def2-TZVPD def2/J DEFGRID3
* xyz 0 1
S 3.19812 0.17205 -0.99718
P 2.26024 -0.33884 0.61394
N 0.40422 -0.49711 0.06220
N -0.12699 0.48692 0.74899
C -1.36012 0.53893 0.37293
N -1.61695 -0.38338 -0.60390
N -0.48439 -1.02252 -0.75167
H -2.27413 1.04394 0.55469
*
```

## Properties
HOMO-LUMO gap, eV: 8.16
Energy relative to the best compared isomer or geometry (same formula, charge and spin), eV: 0.898
LUMO level, eV: -2.204
Highest occupied orbital energy, eV: -10.369
Structure (SMILES): S=Pn1ncnn1

8.
Formula: CHN4S
Source: the Open Molecules 2025 dataset
Level of theory: wB97M-V/def2-TZVPD

```
! RIJCOSX wB97M-V def2-TZVPD def2/J DEFGRID3
* xyz -1 1
C -0.79577 -0.29248 -0.59915
N -1.31020 -0.15056 0.41665
N 1.99603 -3.20925 0.34750
N 1.96117 -2.10707 0.08443
N 1.67288 -1.02020 -0.28772
S 2.25449 0.53884 0.02823
H -0.55939 -0.71703 -1.56018
*
```

## Properties
HOMO-LUMO gap, eV: 6.88
Energy relative to the best compared isomer or geometry (same formula, charge and spin), eV: 2.051
LUMO level, eV: 4.249
Highest occupied orbital energy, eV: -2.633

9.
Formula: CHN5O
Source: the Open Molecules 2025 dataset
Level of theory: wB97M-V/def2-TZVPD

```
! RIJCOSX wB97M-V def2-TZVPD def2/J DEFGRID3
* xyz 0 1
C -1.47043 0.07110 -0.23006
N -1.04212 1.14976 0.03053
N -0.02198 1.86868 0.04239
N 1.09423 1.12470 0.05374
N 1.21956 -1.17659 0.32910
N 1.01301 -0.09202 -0.15337
O 1.38423 -2.28254 -0.11868
H -2.17649 -0.66309 0.04634
*
```

## Properties
HOMO-LUMO gap (spin up / spin down), eV: 7.75 / 7.75
Energy relative to the best compared isomer or geometry (same formula, charge and spin), eV: 10.754
LUMO level (spin up / spin down), eV: -0.945 / -0.945
Highest occupied orbital energy (spin up / spin down), eV: -8.692 / -8.693

10.
Formula: CHNO
Source: the Open Molecules 2025 dataset
Level of theory: wB97M-V/def2-TZVPD

```
! RIJCOSX wB97M-V def2-TZVPD def2/J DEFGRID3
* xyz 0 1
N 1.62111 -0.11437 -0.08519
C 0.50405 -0.07349 0.06621
O -0.71760 0.29751 0.24377
H -1.40755 -0.10966 -0.22479
*
```

## Properties
HOMO-LUMO gap, eV: 11.64
Energy relative to the best compared isomer or geometry (same formula, charge and spin), eV: 1.299
LUMO level, eV: 0.148
Highest occupied orbital energy, eV: -11.492
Structure (SMILES): N#CO

11.
Formula: CHNO2S
Source: the Open Molecules 2025 dataset
Level of theory: wB97M-V/def2-TZVPD

```
! RIJCOSX wB97M-V def2-TZVPD def2/J DEFGRID3
* xyz 0 1
C 0.16741 0.55557 0.17763
N -0.39537 -0.70503 -0.01737
O -0.85972 -0.81821 -1.13145
O -0.50961 -1.52621 0.86612
S -0.69523 1.87026 -0.13073
H 2.29251 0.62362 0.23580
*
```

## Properties
HOMO-LUMO gap (spin up / spin down), eV: 7.82 / 8.06
Energy relative to the best compared isomer or geometry (same formula, charge and spin), eV: 7.047
LUMO level (spin up / spin down), eV: -2.438 / -1.866
Highest occupied orbital energy (spin up / spin down), eV: -10.259 / -9.928

12.
Formula: CHNO3
Source: the Open Molecules 2025 dataset
Level of theory: wB97M-V/def2-TZVPD

```
! RIJCOSX wB97M-V def2-TZVPD def2/J DEFGRID3
* xyz 0 1
O -0.55156 2.08133 0.01875
C 0.34351 0.58483 0.30725
N 0.06886 -0.47423 -0.33750
O -0.97053 -1.13058 -0.88620
O -0.02678 -1.81930 -0.10076
H 1.13650 0.75795 0.99846
*
```

## Properties
HOMO-LUMO gap (spin up / spin down), eV: 8.90 / 8.90
Energy relative to the best compared isomer or geometry (same formula, charge and spin), eV: 9.979
LUMO level (spin up / spin down), eV: -0.863 / -0.863
Highest occupied orbital energy (spin up / spin down), eV: -9.764 / -9.763
Structure (SMILES): O=Cn1oo1

Strongest force on any atom (computed, eV/A): 5.8 5.4 2.8 1.6 2.5 4.2 3.1 1.7 4.2 3.2 4.0 8.9